No. 1
Below is a molecular structure, C25H22F3N9O13STi at a distorted geometry, with properties calculated with wB97M-V/def2-TZVPD.

Last column: Mulliken charge in e.
CARTESIAN COORDINATES (ANGSTROEM)
H (-5.21458, 3.37923, -2.51193)  0.64
O (0.07618, -3.11101, -2.11679)  -0.98
O (1.38030, -2.73417, 1.63098)  -0.75
H (1.97953, -6.09609, 1.20487)  0.26
N (-0.64483, -4.48939, 0.31998)  0.09
H (-0.98154, -1.90938, 3.68797)  0.40
H (-1.54300, -4.33351, 3.60759)  0.35
C (2.95380, 3.30308, 2.81249)  -0.19
N (-0.27185, 1.77867, -2.14258)  1.46
O (-2.12714, 0.60273, -0.74395)  -0.45
H (-0.86367, -3.82861, -0.42481)  0.29
N (-3.63722, 4.58523, -4.29091)  1.05
N (1.01259, -5.82377, 1.22981)  -0.43
H (-2.43493, -2.22971, 2.76208)  0.34
H (2.25529, -5.08377, -0.83965)  0.23
C (-1.51710, -4.59180, 1.49202)  -1.19
H (4.41413, -1.13587, -4.02085)  0.46
C (2.77173, 0.62583, -1.67693)  0.18
C (3.22906, 2.05316, 3.33986)  -0.71
H (-2.48626, -4.20799, 1.17286)  0.48
N (1.27100, -4.88598, -0.87239)  -0.42
N (-1.08963, -0.22297, 1.47215)  -0.49
H (0.03275, -3.99193, 2.89637)  0.41
H (-2.07304, -0.02062, 1.32055)  0.31
C (3.63862, -0.84580, -3.32400)  -0.48
O (-4.59471, 0.87530, 0.27750)  -0.58
C (-1.34835, -2.36860, 2.76645)  -1.04
H (4.68961, 0.89937, -2.57670)  0.58
F (0.90799, 4.92064, 0.62534)  -0.14
H (0.95076, -4.19104, -1.54881)  0.18
N (1.67137, -0.09370, -1.60940)  0.91
C (-2.51448, 1.54040, -1.47053)  1.46
H (-1.67025, -5.65256, 1.70480)  0.45
C (-1.92095, 3.16908, -3.27322)  -0.46
O (-6.06589, 1.82816, -0.96863)  -0.66
C (1.64946, 3.61727, 2.47741)  0.02
H (4.24027, 1.76727, 3.59476)  0.41
H (-0.76617, 0.27399, 2.30696)  0.43
O (-2.78689, 5.01254, -5.04847)  -0.64
C (-1.04058, -3.86324, 2.75832)  -0.50
O (1.62753, 1.73933, 0.00236)  0.61
N (0.92609, 1.45025, 3.18419)  -0.45
C (0.26626, -1.90961, -1.88444)  0.06
H (2.35506, 0.18446, 3.94400)  0.42
H (2.36017, -2.54727, -3.75129)  0.58
H (-1.22786, -2.08290, 0.65706)  0.12
C (-0.78485, -1.64799, 1.55275)  0.18
H (-1.17326, 3.61271, -3.91461)  0.68
O (-0.70909, 2.25298, 0.47351)  0.12
C (1.52795, -1.20949, -2.30365)  0.58
C (-3.85505, 2.06647, -1.55459)  -1.27
C (-4.19631, 3.02375, -2.46541)  -0.38
F (0.41609, 5.63780, 2.60859)  -0.27
C (2.76393, 1.71702, -0.63436)  0.40
C (2.18259, 1.16996, 3.52548)  -0.38
S (-0.99013, 2.80318, 1.97169)  -0.36
F (2.44465, 5.75414, 1.88740)  -0.32
O (0.58890, 2.19417, -2.87007)  -0.65
C (1.34352, 4.97746, 1.88939)  0.65
H (3.74518, 4.01905, 2.64271)  0.49
N (-4.91420, 1.58115, -0.65932)  1.07
O (-0.51158, -1.15685, -1.21553)  -0.23
C (2.49688, -1.63254, -3.19108)  -0.83
C (0.66177, 2.64111, 2.64943)  0.31
O (3.73781, 2.39251, -0.39910)  -0.71
O (-4.80369, 4.93231, -4.28664)  -0.63
C (3.79817, 0.28899, -2.54206)  -1.02
Ti (0.06309, 0.61056, -0.23740)  -0.58
C (-1.57548, 2.19324, -2.34567)  0.18
H (0.61749, -5.71837, 2.14810)  0.22
C (-3.23148, 3.55946, -3.32946)  -0.67
C (0.55299, -5.03499, 0.24133)  0.70
O (1.23032, -0.65218, 0.84689)  -0.38
C (0.73513, -1.73028, 1.35921)  0.50

Results
**2S+1**: 1
**Total energy**: -108413.562 eV
**Net charge**: 0
**HOMO-LUMO gap**: 6.31 eV
**LUMO level**: -1.6 eV
**Energy relative to the best compared isomer or geometry (same formula, charge and spin)**: 8.2 kcal per mole
**HOMO level**: -7.93 eV
**Molar mass**: 793.43 u

No. 2
Below is 3 unconnected molecules or ions with the total composition C24H49F2NO8P3 at a distorted geometry, with properties calculated with wB97M-V/def2-TZVPD.

Last column: Mulliken charge in e.
CARTESIAN COORDINATES (ANGSTROEM)
C (-0.18203, -0.19588, 0.01541)  -0.51
H (-3.33813, -5.12676, -6.41823)  0.41
O (2.75288, 2.54936, 1.99178)  -0.22
H (-0.07664, -3.54788, -3.52684)  0.37
H (-2.01765, -5.15402, 3.72228)  0.38
C (3.54932, 1.46112, 1.54027)  0.69
H (1.54068, 7.74239, 3.53234)  0.37
H (-6.81363, 0.92370, -4.57634)  0.28
O (-3.35301, -0.70869, -6.07230)  -0.79
H (6.26850, 2.75965, 2.02614)  0.14
C (-0.59172, -2.60270, -3.70412)  -1.22
H (-0.95565, 0.88228, 3.66126)  0.29
P (-0.32847, -4.17429, 2.34274)  0.07
H (3.57724, 0.26576, 3.32724)  0.31
H (4.87576, 1.44711, 3.26362)  0.47
H (2.86894, 7.09195, 2.55820)  0.27
C (-4.38312, -3.39741, -5.66988)  -0.31
H (2.29489, -3.54945, -0.45100)  0.41
H (-2.90656, 0.66640, 0.06602)  0.40
H (0.33999, 5.50697, 3.20687)  0.32
H (-3.34533, -5.00270, -4.65876)  0.24
H (-4.74975, 1.96548, -3.87400)  0.34
H (2.85327, 0.75691, 1.07582)  -0.43
C (-6.01518, 1.00805, -5.31516)  -1.03
C (-4.67661, 1.17961, -4.62748)  -0.32
H (1.97781, -4.06771, 1.22793)  0.32
C (1.80263, 7.01100, 2.76723)  -1.05
H (5.77710, 5.27366, 0.35914)  0.36
H (0.04942, -1.78393, -3.36957)  0.28
H (3.68110, -1.73383, 0.39271)  0.41
C (-2.47299, 0.32244, 1.00437)  -1.46
C (0.91198, -1.08168, -0.06007)  -0.58
H (-0.20376, 0.76914, -0.47108)  0.65
H (1.75965, 5.41946, 4.23145)  0.36
H (1.27702, 7.27030, 1.84698)  0.28
C (2.09102, -3.21282, 0.56439)  -0.97
H (-6.22902, 1.86193, -5.95863)  0.36
C (0.88888, -2.30004, 0.62652)  0.38
H (7.51921, 3.70481, 1.20858)  0.42
H (-5.34823, -3.89976, -5.59825)  0.35
H (4.95526, -0.00775, 2.24909)  0.35
H (-2.81295, -4.30999, 2.35604)  0.39
P (-3.37372, -1.14217, -4.65972)  0.99
H (-3.90549, 1.48517, -5.33267)  0.35
H (2.84277, -1.76749, 1.93530)  0.21
H (0.64996, -2.72900, 4.02263)  0.29
F (4.20362, -3.20919, 1.74607)  -0.36
H (-2.29232, -3.95147, -5.61104)  0.14
C (5.58548, 4.65456, 1.23596)  -0.32
O (-4.29307, -0.01715, -3.94043)  -0.30
C (6.46678, 3.42316, 1.18094)  -0.87
H (6.29446, 2.85853, 0.26265)  0.23
H (-3.23234, -0.20786, 1.58483)  0.43
H (1.79284, -3.94871, 3.47472)  0.23
H (-2.15261, -3.41107, 3.75851)  0.39
H (-2.21566, 2.06802, 3.94379)  0.44
O (-4.34345, -2.45143, -4.60015)  -0.36
O (1.94291, 4.62810, 2.31187)  -0.33
H (0.48634, -4.40886, 4.65054)  0.45
C (-0.23818, -2.60743, 1.37569)  -0.15
F (-2.85214, 2.59308, 1.65038)  -0.38
C (-1.27429, -0.55230, 0.79027)  0.04
O (-2.64754, -1.38464, -3.22951)  -0.25
H (-0.99957, 1.75227, 1.57900)  0.19
P (3.38477, 3.93073, 2.56280)  0.93
C (4.28951, 0.75311, 2.65821)  -1.27
H (-4.35848, -2.89602, -6.63806)  0.31
C (3.27124, -2.40402, 1.15202)  -0.23
H (-2.62941, 0.34845, 3.63367)  0.28
C (-3.27539, -4.42795, -5.58428)  -0.89
C (0.76610, -3.79254, 3.80150)  -0.94
C (-2.02621, 1.52605, 1.88634)  0.75
C (-1.88959, -2.55334, -2.93330)  0.31
H (5.83375, 5.25802, 2.10977)  0.30
H (-6.04312, 0.10122, -5.91865)  0.27
N (-1.26006, -1.73448, 1.43191)  0.55
O (3.96742, 4.74207, 3.65189)  -0.79
H (-2.49198, -3.44998, -3.08075)  0.16
H (-1.63268, -2.49011, -1.87184)  -0.11
C (-1.96694, 1.17605, 3.37080)  -1.29
H (1.75728, -0.75592, -0.65450)  0.84
C (-2.00821, -4.26901, 3.08780)  -1.18
C (1.42617, 5.61339, 3.21320)  -0.29
H (4.22253, 1.78746, 0.74573)  0.13
O (4.19190, 4.34040, 1.20753)  -0.35
H (-2.05902, -1.97705, 2.00699)  0.22
H (-0.72650, -2.48283, -4.78117)  0.43

Results
**2S+1**: 1
**Total energy**: -76851.386 eV
**Net charge**: +1
**HOMO-LUMO gap**: 7.97 eV
**LUMO level**: -4.3 eV
**HOMO level**: -12.26 eV
**Molar mass**: 610.57 u

No. 3
Below is a molecular structure, C4H9NO2, with properties calculated with wB97M-V/def2-TZVPD.

Last column: Mulliken charge in e.
CARTESIAN COORDINATES (ANGSTROEM)
O (-1.04157, -0.40097, 1.14337)  -0.28
H (-0.66108, 1.14142, -2.71007)  0.28
H (0.03407, -2.11215, 1.23046)  0.35
H (-0.83001, -0.51726, -2.09459)  0.32
H (0.54713, 0.50746, -1.57210)  0.31
O (1.60356, 0.80103, 0.56871)  -0.52
H (2.25350, -1.05761, 1.00626)  0.33
C (1.38128, -0.43118, 1.22103)  -0.45
C (0.12846, -1.13997, 0.73747)  -0.29
C (-0.51310, 0.50037, -1.83808)  -0.77
H (1.31796, -0.30377, 2.31081)  0.29
H (0.90264, 1.41362, 0.83314)  0.32
H (-2.44077, 1.16768, -0.25635)  0.45
C (-1.55428, 0.65348, 0.49458)  -0.30
N (-1.28587, 1.07587, -0.73360)  -0.22
H (0.15807, -1.29800, -0.34103)  0.18

Results
**2S+1**: 1
**Total energy**: -9874.573 eV
**Net charge**: 0
**HOMO-LUMO gap**: 9.47 eV
**LUMO level**: 0.9 eV
**Energy relative to the best compared isomer or geometry (same formula, charge and spin)**: 126.5 kcal per mole
**HOMO level**: -8.60 eV
**Molar mass**: 103.12 u